The ion C6H12NS with charge +1 at a distorted geometry, computed with ωB97M-V/def2-TZVPD.

Last columns: bonded neighbours and bond lengths (Å).
Positions of all 20 atoms, in Å:
1 C 2.88102 -0.49580 0.15227  C2 1.525, H9 1.086, H10 1.088, H11 1.088
2 C 1.46862 -1.01389 -0.09542  C1 1.525, C3 1.473, H12 1.096, H13 1.095
3 C 0.38716 -0.04117 0.13865  C2 1.473, N4 1.292, C5 1.509
4 N 0.63846 1.18336 0.46699  C3 1.292, H14 1.014, H15 1.015
5 C -1.04667 -0.49818 0.03187  C3 1.509, C6 1.520, H16 1.099, H17 1.095
6 C -2.07992 0.55436 -0.33441  C5 1.520, C7 1.343, H18 1.085
7 C -3.42223 0.59695 -0.29869  C6 1.343, S8 1.784, H19 1.079
8 S -4.75655 -0.46467 0.22521  C7 1.784, H20 1.323
9 H 3.59315 -1.30023 -0.00932  C1 1.086
10 H 3.00469 -0.15310 1.17798  C1 1.088
11 H 3.14011 0.30541 -0.53748  C1 1.088
12 H 1.27188 -1.89106 0.53087  C2 1.096
13 H 1.38334 -1.37309 -1.12654  C2 1.095
14 H 1.59276 1.51136 0.56980  N4 1.014
15 H -0.11647 1.83836 0.64518  N4 1.015
16 H -1.31486 -0.93440 1.00378  C5 1.099
17 H -1.10474 -1.33065 -0.67670  C5 1.095
18 H -1.63918 1.42802 -0.80350  C6 1.085
19 H -3.84316 1.50676 -0.69889  C7 1.079
20 H -5.71188 0.39740 -0.08182  S8 1.323

total energy	-18734.82394	eV
orbital gap	0.291	hartree
multiplicity	1
HOMO energy	-0.4463	Ha
SMILES string	CCC(=[NH2+])C/C=C\S
net charge	+1



A cluster of 6 separate species, C45H44NO14 in total at a distorted geometry, computed with ωB97M-V/def2-TZVPD.

Last columns: bonded neighbours and bond lengths (Å).
Positions of all 104 atoms, in Å:
1 C -0.41797 -1.07979 3.54620  C2 1.513, H21 1.091, H22 1.105, H23 1.089
2 C -1.27744 -0.61754 2.38983  C1 1.513, O3 1.217, O4 1.381
3 O -2.46508 -0.88139 2.39174  C2 1.217
4 O -0.77934 0.06429 1.29734  C2 1.381, C5 1.433
5 C -0.02287 1.23814 1.61816  O4 1.433, C6 1.537, H24 1.094, H25 1.097
6 C 1.07190 1.53145 0.58043  C5 1.537, C7 1.547, H26 1.096, H27 1.096
7 C 2.37669 0.73235 0.80943  C6 1.547, N8 1.529, H28 1.093, H29 1.090
8 N 2.24305 -0.67476 0.22709  C7 1.529, O9 1.388, C10 1.499, H30 1.023
9 O 1.73365 -1.48019 1.23581  N8 1.388, H31 0.970
10 C 3.59518 -1.13178 -0.22979  N8 1.499, C11 1.534, H32 1.091, H33 1.096
11 C 3.52881 -2.48552 -0.94809  C10 1.534, C12 1.549, O13 1.398, H34 1.099
12 C 4.87417 -2.64860 -1.69765  C11 1.549, H35 1.101, H36 1.091, H37 1.094
13 O 3.27076 -3.50407 -0.02587  C11 1.398, C14 1.431
14 C 2.69261 -4.67699 -0.60653  O13 1.431, C15 1.521, H38 1.097, H39 1.094
15 C 1.17589 -4.57300 -0.63964  C14 1.521, C16 1.379, C20 1.382
16 C 0.43937 -5.34788 0.23181  C15 1.379, C17 1.371, H40 1.087
17 C -0.92989 -5.28756 0.26527  C16 1.371, C18 1.375, H41 1.086
18 C -1.62160 -4.44078 -0.56911  C17 1.375, C19 1.378, H42 1.085
19 C -0.90384 -3.65935 -1.44799  C18 1.378, C20 1.374, H43 1.086
20 C 0.46657 -3.74437 -1.48825  C15 1.382, C19 1.374, H44 1.088
21 H 0.45324 -1.66740 3.25182  C1 1.091
22 H -0.07426 -0.17591 4.08082  C1 1.105
23 H -0.99145 -1.66957 4.25978  C1 1.089
24 H 0.44966 1.22013 2.60508  C5 1.094
25 H -0.71413 2.08984 1.59303  C5 1.097
26 H 0.72137 1.39925 -0.44983  C6 1.096
27 H 1.34643 2.57969 0.74225  C6 1.096
28 H 2.50896 0.60188 1.88627  C7 1.093
29 H 3.24102 1.24767 0.38934  C7 1.090
30 H 1.55881 -0.62387 -0.53177  N8 1.023
31 H 2.43335 -1.62969 1.89124  O9 0.970
32 H 4.00554 -0.38664 -0.91301  C10 1.091
33 H 4.24057 -1.22935 0.65092  C10 1.096
34 H 2.76714 -2.36462 -1.73165  C11 1.099
35 H 5.02763 -1.68521 -2.20912  C12 1.101
36 H 5.69167 -2.89967 -1.02080  C12 1.091
37 H 4.74292 -3.38260 -2.49769  C12 1.094
38 H 3.13809 -4.96220 -1.56707  C14 1.097
39 H 2.92715 -5.49239 0.08485  C14 1.094
40 H 0.91379 -6.04870 0.91457  C16 1.087
41 H -1.50336 -5.92281 0.93349  C17 1.086
42 H -2.70269 -4.35203 -0.57857  C18 1.085
43 H -1.40224 -2.99387 -2.14659  C19 1.086
44 H 0.96328 -3.12169 -2.22924  C20 1.088
45 C -4.08354 3.72580 5.18334  C46 1.331, C51 1.484, H53 1.083
46 C -4.34888 4.56775 4.18720  C45 1.331, C47 1.486, H54 1.083
47 C -4.12138 4.18135 2.77099  C46 1.486, O48 1.212, C49 1.485
48 O -4.36011 4.94909 1.86427  C47 1.212
49 C -3.58882 2.81977 2.50926  C47 1.485, C50 1.331, H55 1.090
50 C -3.32564 1.98041 3.50798  C49 1.331, C51 1.482, H56 1.080
51 C -3.55161 2.36596 4.92091  C45 1.484, C50 1.482, O52 1.215
52 O -3.30918 1.59738 5.82990  C51 1.215
53 H -4.24119 3.98878 6.22174  C45 1.083
54 H -4.73795 5.56355 4.35861  C46 1.083
55 H -3.42629 2.54288 1.46807  C49 1.090
56 H -2.93869 0.98636 3.33606  C50 1.080
57 C 5.00438 -1.10526 -6.91760  C58 1.330, C63 1.486, H65 1.082
58 C 4.50517 -1.12510 -5.68478  C57 1.330, C59 1.480, H66 1.083
59 C 4.79420 -0.03838 -4.72267  C58 1.480, O60 1.220, C61 1.479
60 O 4.33712 -0.05933 -3.59162  C59 1.220
61 C 5.65689 1.07370 -5.17863  C59 1.479, C62 1.330, H67 1.083
62 C 6.15836 1.09782 -6.41070  C61 1.330, C63 1.485, H68 1.082
63 C 5.87110 0.00952 -7.37957  C57 1.486, C62 1.485, O64 1.208
64 O 6.32348 0.02929 -8.49986  C63 1.208
65 H 4.80591 -1.89006 -7.63626  C57 1.082
66 H 3.87103 -1.92815 -5.33028  C58 1.083
67 H 5.85377 1.85743 -4.45826  C61 1.083
68 H 6.79172 1.90171 -6.76310  C62 1.082
69 C -4.26033 -0.39512 -0.12567  C70 1.331, C75 1.481, H77 1.083
70 C -5.05795 -1.39729 -0.48829  C69 1.331, C71 1.485, H78 1.083
71 C -6.27162 -1.15959 -1.30997  C70 1.485, O72 1.211, C73 1.486
72 O -6.99708 -2.07172 -1.63849  C71 1.211
73 C -6.56058 0.24047 -1.71440  C71 1.486, C74 1.331, H79 1.083
74 C -5.76191 1.24097 -1.35095  C73 1.331, C75 1.480, H80 1.083
75 C -4.55317 0.99853 -0.53234  C69 1.481, C74 1.480, O76 1.218
76 O -3.82105 1.91500 -0.20543  C75 1.218
77 H -3.37250 -0.55022 0.47475  C69 1.083
78 H -4.86284 -2.42370 -0.20355  C70 1.083
79 H -7.44770 0.39617 -2.31500  C73 1.083
80 H -5.95452 2.26837 -1.63544  C74 1.083
81 C 0.98742 0.05567 6.91015  C82 1.331, C87 1.480, H89 1.083
82 C 1.58503 -0.34225 8.03062  C81 1.331, C83 1.485, H90 1.082
83 C 3.01506 -0.03712 8.29014  C82 1.485, O84 1.208, C85 1.486
84 O 3.56182 -0.39876 9.30535  C83 1.208
85 C 3.74998 0.73069 7.25125  C83 1.486, C86 1.330, H91 1.083
86 C 3.14899 1.12667 6.13242  C85 1.330, C87 1.480, H92 1.083
87 C 1.72369 0.81936 5.87817  C81 1.480, C86 1.480, O88 1.220
88 O 1.17105 1.18368 4.85315  C87 1.220
89 H -0.05458 -0.15614 6.70270  C81 1.083
90 H 1.06446 -0.90066 8.79799  C82 1.082
91 H 4.79075 0.94539 7.45780  C85 1.083
92 H 3.66718 1.68712 5.36404  C86 1.083
93 C -2.94849 4.56148 -5.94804  C94 1.331, C99 1.483, H101 1.082
94 C -4.25385 4.35575 -5.78761  C93 1.331, C95 1.484, H102 1.082
95 C -4.75983 3.21658 -4.98297  C94 1.484, O96 1.212, C97 1.483
96 O -5.94698 3.02402 -4.83457  C95 1.212
97 C -3.75482 2.31813 -4.36417  C95 1.483, C98 1.329, H103 1.083
98 C -2.45154 2.52396 -4.52424  C97 1.329, C99 1.483, H104 1.083
99 C -1.94468 3.66228 -5.32814  C93 1.483, C98 1.483, O100 1.213
100 O -0.75470 3.84857 -5.47039  C99 1.213
101 H -2.55956 5.38611 -6.53142  C93 1.082
102 H -5.00108 5.00129 -6.23096  C94 1.082
103 H -4.14249 1.49284 -3.77979  C97 1.083
104 H -1.70454 1.87833 -4.08003  C98 1.083

total energy	-77519.28531	eV
orbital gap	0.281	hartree
multiplicity	1
HOMO energy	-0.4234	Ha
net charge	+1



An isolated molecule of C5H10O at a distorted geometry, computed with ωB97M-V/def2-TZVPD.

Last columns: bonded neighbours and bond lengths (Å).
Positions of all 16 atoms, in Å:
1 C -0.93076 1.08947 1.56908  C2 1.520, H7 1.094, H8 1.094, H9 1.096
2 C -0.06085 0.16568 0.73265  C1 1.520, C3 1.518, O6 1.420, H10 1.096
3 C -0.78065 -0.68781 -0.29566  C2 1.518, C4 1.560, H11 1.098, H12 1.100
4 C 0.43242 -1.04301 -1.20934  C3 1.560, C5 1.560, H13 1.092, H14 1.101
5 C 1.43052 0.13101 -0.96528  C4 1.560, O6 1.426, H15 1.088, H16 1.112
6 O 0.77402 1.00557 -0.05039  C2 1.420, C5 1.426
7 H -0.33106 1.65668 2.28657  C1 1.094
8 H -1.73555 0.56438 2.09101  C1 1.094
9 H -1.38474 1.81931 0.88840  C1 1.096
10 H 0.55581 -0.53135 1.31147  C2 1.096
11 H -1.25857 -1.55117 0.18609  C3 1.098
12 H -1.56584 -0.12688 -0.82395  C3 1.100
13 H 0.12199 -1.01912 -2.25644  C4 1.092
14 H 0.73486 -2.08474 -1.02233  C4 1.101
15 H 1.55742 0.68879 -1.89086  C5 1.088
16 H 2.44099 -0.07679 -0.55100  C5 1.112

total energy	-7394.21730	eV
orbital gap	0.399	hartree
multiplicity	1
HOMO energy	-0.3553	Ha
SMILES string	C[C@H]1CCCO1
net charge	0



A cluster of 4 separate species, C23H25ClF24O9 in total, computed with ωB97M-V/def2-TZVPD.

Last columns: bonded neighbours and bond lengths (Å).
Positions of all 82 atoms, in Å:
1 F -1.67664 -0.51653 1.09250  C2 1.350
2 C -2.87431 0.01232 0.76210  F1 1.350, F3 1.353, C4 1.530, H15 1.092
3 F -3.62082 0.09843 1.88741  C2 1.353
4 C -3.60296 -0.87904 -0.24609  C2 1.530, F5 1.347, F6 1.369, C7 1.534
5 F -3.89337 -2.07108 0.31005  C4 1.347
6 F -4.78497 -0.23394 -0.49299  C4 1.369
7 C -2.94121 -1.07143 -1.61630  C4 1.534, O8 1.413, H16 1.089, H17 1.091
8 O -2.22125 -2.27256 -1.80681  C7 1.413, C9 1.362
9 C -0.89420 -2.37706 -1.51841  O8 1.362, F10 1.344, F11 1.356, C12 1.535
10 F -0.34698 -1.20123 -1.16608  C9 1.344
11 F -0.25964 -2.79517 -2.64157  C9 1.356
12 C -0.63812 -3.45543 -0.45626  C9 1.535, F13 1.346, F14 1.356, H18 1.091
13 F -1.28569 -3.14993 0.68366  C12 1.346
14 F 0.69111 -3.49720 -0.19261  C12 1.356
15 H -2.73006 1.01551 0.35523  C2 1.092
16 H -3.77433 -1.14506 -2.31374  C7 1.089
17 H -2.36175 -0.19205 -1.89974  C7 1.091
18 H -0.96969 -4.42866 -0.82049  C12 1.091
19 F 0.21943 -6.12438 5.05551  C20 1.349
20 C -0.45982 -5.74940 3.95186  F19 1.349, F21 1.351, C22 1.531, H33 1.093
21 F -1.63214 -6.42066 3.92697  C20 1.351
22 C 0.33214 -6.09811 2.68828  C20 1.531, F23 1.347, F24 1.369, C25 1.533
23 F 0.46179 -7.43401 2.57869  C22 1.347
24 F -0.45644 -5.66530 1.65646  C22 1.369
25 C 1.68681 -5.40937 2.48748  C22 1.533, O26 1.413, H34 1.089, H35 1.090
26 O 2.82826 -6.16869 2.83113  C25 1.413, C27 1.358
27 C 3.36707 -6.14499 4.07780  O26 1.358, F28 1.341, F29 1.364, C30 1.535
28 F 2.77316 -5.25544 4.88732  C27 1.341
29 F 4.66629 -5.75148 3.94197  C27 1.364
30 C 3.40404 -7.54386 4.70810  C27 1.535, F31 1.346, F32 1.351, H36 1.091
31 F 2.15526 -8.03336 4.81858  C30 1.346
32 F 3.94148 -7.44866 5.94440  C30 1.351
33 H -0.66595 -4.67684 3.99246  C20 1.093
34 H 1.77052 -5.26822 1.41121  C25 1.089
35 H 1.70052 -4.41655 2.93807  C25 1.090
36 H 4.00892 -8.21427 4.09513  C30 1.091
37 F 7.62708 -1.71739 -0.37692  C38 1.348
38 C 8.37639 -0.76931 0.21990  F37 1.348, F39 1.351, C40 1.532, H51 1.093
39 F 9.64552 -0.88554 -0.22814  C38 1.351
40 C 8.37456 -0.95365 1.74110  C38 1.532, F41 1.346, F42 1.369, C43 1.534
41 F 8.96798 -2.11740 2.06396  C40 1.346
42 F 9.15805 0.06392 2.21557  C40 1.369
43 C 7.03227 -0.81606 2.46998  C40 1.534, O44 1.411, H52 1.089, H53 1.090
44 O 6.37380 -2.01760 2.80872  C43 1.411, C45 1.362
45 C 5.48256 -2.61674 1.97031  O44 1.362, F46 1.344, F47 1.359, C48 1.534
46 F 5.22243 -1.87483 0.87985  C45 1.344
47 F 4.31206 -2.75504 2.64763  C45 1.359
48 C 5.92693 -4.03633 1.59503  C45 1.534, F49 1.348, F50 1.354, H54 1.088
49 F 7.11579 -4.00649 0.96134  C48 1.348
50 F 5.00558 -4.56296 0.75454  C48 1.354
51 H 7.99655 0.22001 -0.04820  C38 1.093
52 H 7.28867 -0.36963 3.42961  C43 1.089
53 H 6.37392 -0.11540 1.95561  C43 1.090
54 H 6.00286 -4.65418 2.48754  C48 1.088
55 C -5.45922 8.51015 -0.96412  C56 1.530, H70 1.090, H71 1.092, H72 1.091
56 C -5.62899 9.16239 -2.33739  C55 1.530, O57 1.417, H73 1.090, H74 1.096
57 O -4.58300 8.90064 -3.25702  C56 1.417, C58 1.409
58 C -4.34398 7.54428 -3.55352  O57 1.409, C59 1.530, H75 1.099, H76 1.091
59 C -5.58918 6.72829 -3.90644  C58 1.530, O60 1.422, H77 1.096, H78 1.091
60 O -5.23916 5.72443 -4.85108  C59 1.422, C61 1.388
61 C -5.17245 4.42736 -4.36018  O60 1.388, O62 1.418, H79 1.099, H80 1.091
62 O -4.14569 3.72274 -5.03805  C61 1.418, C63 1.350
63 C -2.90085 4.19264 -4.80888  O62 1.350, O64 1.186, O65 1.365
64 O -2.33700 5.02945 -5.43143  C63 1.186
65 O -2.34017 3.50831 -3.76976  C63 1.365, C66 1.421
66 C -1.57277 4.28477 -2.85972  O65 1.421, C67 1.521, H81 1.092, H82 1.088
67 C -2.14280 3.99310 -1.47979  C66 1.521, O68 1.180, Cl69 1.769
68 O -1.98225 2.98125 -0.89413  C67 1.180
69 Cl -3.13954 5.28744 -0.80166  C67 1.769
70 H -4.91504 9.15394 -0.27388  C55 1.090
71 H -6.44222 8.33056 -0.52278  C55 1.092
72 H -4.95670 7.54341 -1.01606  C55 1.091
73 H -5.62631 10.24580 -2.21658  C56 1.090
74 H -6.60680 8.91173 -2.76544  C56 1.096
75 H -3.79901 7.05659 -2.73380  C58 1.099
76 H -3.69312 7.52002 -4.42836  C58 1.091
77 H -6.03748 6.27679 -3.01358  C59 1.096
78 H -6.35241 7.36381 -4.35814  C59 1.091
79 H -4.97881 4.41602 -3.27813  C61 1.099
80 H -6.08297 3.86736 -4.57824  C61 1.091
81 H -0.53637 3.94147 -2.85141  C66 1.092
82 H -1.59515 5.34360 -3.10915  C66 1.088

total energy	-120424.79444	eV
orbital gap	0.354	hartree
multiplicity	1
HOMO energy	-0.3669	Ha
SMILES string	FC(F)C(F)(F)COC(F)(F)C(F)F.FC(F)C(F)(F)COC(F)(F)C(F)F.FC(F)C(F)(F)COC(F)(F)C(F)F.CCOCCOCOC(=O)OCC(=O)Cl
net charge	0